[1]
{"formula": "H2O4P2", "method": "the ωB97M-V functional and the def2-TZVPD basis", "e_lumo_ha": [0.2375, 0.2378], "molar_mass_g_mol": 127.96, "total_charge": -2, "homo_lumo_gap_ev": [6.0505, 6.0379], "relative_energy_ev": 6.283, "species": ["O", "O", "O", "O", "P", "P", "H", "H"], "positions_angstrom": [[-0.5169, 1.5088, -1.4971], [3.1436, -1.6629, -0.2675], [-2.1254, 0.9800, 0.3760], [0.1033, -0.9812, 1.8439], [-1.0692, 0.5213, -0.5798], [0.6649, -0.4789, 0.5771], [-1.2392, -0.7530, -1.1766], [1.0389, 0.8659, 0.7240]], "forces_ev_per_a": [[1.0866, 1.4248, -2.0065], [-1.9101, 0.8833, 0.5658], [-0.2329, -0.6589, 0.0438], [-0.4035, -1.3327, 2.0868], [0.1473, -1.9789, 1.5738], [1.4536, 0.8271, -2.0793], [-1.3429, 0.1800, -0.6957], [1.2019, 0.6555, 0.5113]]}

***

[2]
{"formula": "H2O4PS", "method": "the ωB97M-V functional and the def2-TZVPD basis", "spin_multiplicity": 3, "e_lumo_ha": [0.1541, 0.0450], "molar_mass_g_mol": 129.05, "total_charge": -1, "homo_lumo_gap_ev": [4.7597, 7.1989], "relative_energy_ev": 0.000, "species": ["O", "O", "O", "O", "P", "S", "H", "H"], "positions_angstrom": [[0.2204, 0.5439, -1.3902], [-1.7382, 1.6714, -0.2068], [0.4899, 1.8810, 0.6191], [-0.5478, -0.4006, 0.7135], [0.1517, -1.5025, -0.3213], [-0.4347, 1.0866, -0.0966], [0.3050, -2.1960, 0.9411], [1.5538, -1.0838, -0.2589]], "forces_ev_per_a": [[-1.9477, 0.8835, 1.7067], [-0.4869, -0.7046, -0.3136], [1.2306, 0.7746, 1.2972], [-0.7459, 2.8776, -0.0188], [2.8011, -1.4571, 0.9629], [0.9801, -1.3071, -2.3883], [-0.7374, -1.1939, -0.6545], [-1.0938, 0.1270, -0.5916]]}

***

[3]
{"formula": "H2O4S2", "method": "the ωB97M-V functional and the def2-TZVPD basis", "e_lumo_ha": [-0.1341, -0.0180], "molar_mass_g_mol": 130.15, "homo_lumo_gap_ev": [6.5222, 9.9867], "relative_energy_ev": 5.584, "species": ["O", "O", "O", "O", "S", "S", "H", "H"], "positions_angstrom": [[-0.2338, -1.0855, 0.7711], [1.9962, 0.4100, 0.6030], [1.4548, 0.7931, -0.5182], [-0.5436, 1.2167, -0.0566], [-2.8704, -0.0819, -0.1013], [-0.8860, -0.1940, -0.1512], [1.5612, -0.4459, 0.8692], [-0.4783, -0.6125, -1.4161]], "forces_ev_per_a": [[-0.4180, -0.3305, 0.0340], [0.5638, -0.2883, 0.7937], [1.1993, -0.4954, -0.6594], [-1.9653, 0.3715, 0.2061], [0.4986, -0.0841, 0.0181], [0.6314, 0.0606, -0.8317], [0.0734, 0.4926, -0.3573], [-0.5831, 0.2735, 0.7965]]}

***

[4]
{"formula": "H2P2S4", "method": "the ωB97M-V functional and the def2-TZVPD basis", "e_lumo_ha": -0.0247, "molar_mass_g_mol": 192.23, "homo_lumo_gap_ev": 8.7713, "relative_energy_ev": 0.142, "species": ["P", "P", "S", "S", "S", "S", "H", "H"], "positions_angstrom": [[-0.7046, -0.9776, -0.9405], [1.2869, 0.5352, 0.2849], [3.1548, 0.8826, 0.6843], [0.7016, -1.5128, 0.5268], [0.5143, 0.6224, -1.7590], [-2.1081, -0.0505, 0.4189], [0.1632, 1.1804, 1.0081], [-3.0082, -0.6797, -0.2235]], "forces_ev_per_a": [[-0.5359, 0.2280, -0.1148], [0.0273, -0.2793, 0.0206], [-1.2682, 0.2011, -0.1707], [0.7311, 0.5797, -0.1073], [0.1001, -0.3654, 1.5468], [1.4476, 0.8002, 0.3572], [1.3185, -0.3315, -0.6140], [-1.8205, -0.8327, -0.9177]]}

***

[5]
{"formula": "H2P2S4", "method": "the ωB97M-V functional and the def2-TZVPD basis", "e_lumo_ha": [-0.0542, -0.0542], "molar_mass_g_mol": 192.23, "homo_lumo_gap_ev": [7.2639, 7.2644], "relative_energy_ev": 2.487, "species": ["P", "P", "S", "S", "S", "S", "H", "H"], "positions_angstrom": [[-0.9279, 1.8958, -0.5335], [-2.7195, -0.2659, 0.1518], [-4.4556, -1.1329, 0.2361], [-2.2904, 1.6650, 1.0986], [-2.1446, 0.4574, -1.6801], [0.8039, 0.9194, 0.2331], [-0.7255, -1.1076, 0.5379], [1.8049, 1.1546, -0.5434]], "forces_ev_per_a": [[-0.3066, 0.1957, -0.7673], [1.7995, -0.8417, 0.7996], [1.2870, 0.4772, 0.2395], [0.2505, -0.8960, -0.2073], [0.5543, 0.3910, -0.3299], [-1.2968, -1.0773, 2.1114], [-3.0034, 0.9393, -0.2994], [0.7155, 0.8119, -1.5466]]}

***

[6]
{"formula": "H2P2S4", "method": "the ωB97M-V functional and the def2-TZVPD basis", "spin_multiplicity": 3, "e_lumo_ha": [-0.0196, -0.1579], "molar_mass_g_mol": 192.23, "homo_lumo_gap_ev": [5.5126, 4.5565], "relative_energy_ev": 1.644, "species": ["P", "P", "S", "S", "S", "S", "H", "H"], "positions_angstrom": [[-0.6143, -1.3928, 0.7978], [1.2631, 0.6370, -0.1486], [3.2109, 0.5269, -0.2000], [0.1758, 0.3806, 1.7286], [0.6321, -1.1896, -0.9748], [-2.5672, -0.8957, 0.0705], [0.4008, 1.6448, -0.7364], [-2.5012, 0.2889, -0.5370]], "forces_ev_per_a": [[0.0529, 2.2684, -0.1877], [1.3155, -1.2645, -0.2858], [-0.7248, 1.1225, 0.0852], [-1.0306, -0.4812, 0.9238], [-0.4494, -0.4519, -1.2565], [-0.5940, -1.1801, 0.7541], [0.6643, -0.3219, 0.0586], [0.7661, 0.3087, -0.0917]]}

***

[7]
{"formula": "H2P4S3", "method": "the ωB97M-V functional and the def2-TZVPD basis", "smiles": "S=P(P[S-])=[PH]=P[S-]", "e_lumo_ha": 0.1977, "molar_mass_g_mol": 222.11, "total_charge": -2, "homo_lumo_gap_ev": 5.0468, "relative_energy_ev": 1.409, "species": ["S", "P", "P", "S", "P", "P", "S", "H", "H"], "positions_angstrom": [[-2.6096, 0.3933, -1.0191], [-0.8282, -0.2766, -1.3575], [-0.5707, -2.1706, -0.2774], [1.2145, -2.8707, -0.7219], [0.5565, 1.0959, -0.3083], [2.2674, -0.0964, 0.3606], [4.0478, 0.4584, -0.3089], [-0.5565, -1.3773, 1.0943], [0.8782, 1.4821, -1.6640]], "forces_ev_per_a": [[-2.4714, 0.8527, 0.6628], [1.6665, -1.3771, -1.3773], [-2.2306, 1.1683, 2.1735], [1.9084, 0.2394, -0.0550], [0.7228, 0.3225, -0.7528], [-0.1104, -0.7172, 0.1673], [-0.3275, 0.2267, -0.1842], [0.2796, -1.1504, -1.3555], [0.5626, 0.4351, 0.7213]]}

***

[8]
{"formula": "H2P4S3", "method": "the ωB97M-V functional and the def2-TZVPD basis", "smiles": "[PH]1#S#P2S[PH]#P1S2", "e_lumo_ha": -0.0423, "molar_mass_g_mol": 222.11, "homo_lumo_gap_ev": 7.8053, "relative_energy_ev": 0.284, "species": ["P", "S", "P", "S", "P", "P", "S", "H", "H"], "positions_angstrom": [[0.1946, 0.8574, -0.4286], [1.1922, -0.1819, -2.0240], [0.1442, -1.9327, -2.5204], [0.4645, -3.1425, -0.8082], [-0.4777, -2.1510, 0.8977], [-1.4313, -0.3805, 0.0083], [-1.7549, -1.3363, -2.2477], [-0.6462, 1.6144, -1.3069], [0.7923, -1.3061, 1.2506]], "forces_ev_per_a": [[0.4117, 0.4095, -1.1126], [0.9330, 0.2792, 0.0466], [0.4722, 0.0056, 0.7930], [-0.2202, -0.1612, 0.1340], [2.3977, 0.7928, -0.1173], [-1.5407, -1.3168, -1.6993], [-0.9198, 0.9605, 1.9054], [0.2029, 0.1200, 0.3528], [-1.7368, -1.0896, -0.3027]]}